Entry 1:
Molecular formula: C5H10O
Method: DFT, ωB97M-V/def2-TZVPD

Output
Kohn-Sham gap (spin up / spin down) in eV: 7.22 / 7.22
Relative energy (zero: lowest compared OMol25 entry of this formula, charge and spin) in kcal per mole: 213.5
Energy in eV: -7385.5060
LUMO level (spin up / spin down) in eV: -0.34 / -0.34
Total charge: 0
Molar mass in g mol⁻¹: 86.13

Each line ends with the Löwdin charge.
Cartesian coordinates (Å):
O: 2.34 -0.35 0.52  -0.101
C: 0.96 0.01 0.68  -0.234
C: 0.30 0.21 -0.62  -0.312
C: -0.74 -0.57 0.12  -0.148
C: -1.74 0.56 0.06  -0.162
C: -0.59 1.44 -0.53  -0.142
H: 2.43 -0.57 1.48  0.101
H: 1.81 -2.35 -0.26  0.120
H: 0.69 0.66 1.54  0.133
H: 0.80 -0.08 -1.54  0.136
H: -0.91 -1.50 0.69  0.085
H: 0.47 -2.94 -0.98  0.103
H: -2.49 0.37 -0.71  0.108
H: -2.21 0.98 0.95  0.100
H: -0.33 2.28 0.13  0.110
H: -0.81 1.85 -1.52  0.104

=====

Entry 2:
Molecular formula: C3H4Cl2INO
Method: DFT, ωB97M-V/def2-TZVPD

Output
Kohn-Sham gap in eV: 8.14
Relative energy (zero: lowest compared OMol25 entry of this formula, charge and spin) in kcal per mole: 88.1
Energy in eV: -39853.8366
LUMO level in eV: -0.02
Total charge: 0
Molar mass in g mol⁻¹: 267.88

Each line ends with the Löwdin charge.
Cartesian coordinates (Å):
C: 0.64 1.03 1.00  -0.370
C: 1.68 0.70 -1.06  0.044
C: -1.77 -0.80 -0.27  -1.353
N: 0.30 0.62 2.04  0.132
O: 0.90 1.52 -0.10  0.017
Cl: -2.02 -0.93 1.67  0.591
Cl: -3.40 -1.09 -0.86  0.369
I: -0.44 -2.56 -0.74  0.492
H: 2.17 1.38 -1.67  0.071
H: 0.80 0.24 -1.54  0.067
H: 2.26 -0.05 -0.58  0.092
H: -1.12 -0.06 2.13  -0.151

=====

Entry 3:
Molecular formula: C3H4N2O
Method: DFT, ωB97M-V/def2-TZVPD

Output
SMILES: Oc1cn[nH]c1
Kohn-Sham gap in eV: 9.70
Relative energy (zero: lowest compared OMol25 entry of this formula, charge and spin) in kcal per mole: 36.8
Energy in eV: -8202.2884
LUMO level in eV: 0.81
Total charge: 0
Molar mass in g mol⁻¹: 84.08

Each line ends with the Löwdin charge.
Cartesian coordinates (Å):
O: 2.05 -0.15 -0.33  0.033
C: 0.70 0.01 -0.20  -0.333
C: -0.05 1.15 -0.57  -0.101
N: -1.31 1.05 -0.17  0.025
N: -1.40 -0.17 0.37  -0.055
C: -0.22 -0.86 0.34  -0.054
H: 2.37 -0.60 0.47  0.111
H: 0.25 1.91 -1.27  0.109
H: -2.20 -0.40 0.95  0.147
H: -0.17 -1.93 0.41  0.118

=====

Entry 4:
Molecular formula: C22H30N6O2
Method: DFT, ωB97M-V/def2-TZVPD

Output
SMILES: CCC(C)(C)n1nnnc1[C@H](c1cc2ccc(OC)cc2[nH]c1=O)N1CCCCC1
Kohn-Sham gap in eV: 8.67
Relative energy (zero: lowest compared OMol25 entry of this formula, charge and spin) in kcal per mole: 47.7
Energy in eV: -36336.5903
LUMO level in eV: 0.48
Total charge: 0
Molar mass in g mol⁻¹: 410.52

Each line ends with the Löwdin charge.
Cartesian coordinates (Å):
C: -3.67 -4.20 -0.89  -0.089
C: -2.91 -3.26 0.03  -0.191
C: -3.24 -1.76 -0.15  -0.496
C: -2.97 -1.31 -1.57  -0.019
C: -4.69 -1.44 0.24  -0.026
N: -2.40 -1.07 0.83  0.011
N: -2.61 -1.40 2.11  0.046
N: -1.75 -0.81 2.83  -0.019
N: -0.93 -0.09 2.08  0.081
C: -1.32 -0.24 0.83  -0.237
C: -0.62 0.50 -0.28  -0.194
C: 0.84 0.12 -0.20  -0.069
C: 1.86 1.00 -0.17  0.062
C: 3.21 0.57 -0.07  -0.149
C: 4.30 1.45 -0.01  -0.015
C: 5.58 0.98 0.11  -0.004
C: 5.83 -0.40 0.19  -0.272
O: 7.13 -0.75 0.32  -0.074
C: 7.47 -2.11 0.42  -0.083
C: 4.77 -1.29 0.14  0.048
C: 3.47 -0.81 0.01  -0.170
N: 2.41 -1.67 -0.06  0.183
C: 1.09 -1.31 -0.19  -0.398
O: 0.23 -2.17 -0.31  0.059
N: -0.82 1.94 -0.23  -0.117
C: -2.03 2.41 -0.87  -0.195
C: -1.93 3.91 -1.11  -0.182
C: -1.71 4.65 0.21  -0.208
C: -0.49 4.06 0.91  -0.180
C: -0.68 2.56 1.08  -0.206
H: -3.42 -4.03 -1.93  0.068
H: -3.39 -5.23 -0.65  0.074
H: -4.74 -4.10 -0.76  0.069
H: -1.83 -3.37 -0.14  0.100
H: -3.11 -3.52 1.07  0.108
H: -1.97 -1.60 -1.88  0.087
H: -3.11 -0.23 -1.68  0.072
H: -3.68 -1.80 -2.23  0.088
H: -4.88 -1.77 1.26  0.079
H: -5.38 -1.94 -0.44  0.079
H: -4.87 -0.37 0.18  0.085
H: -0.99 0.16 -1.25  0.131
H: 1.66 2.06 -0.23  0.120
H: 4.12 2.51 -0.07  0.118
H: 6.43 1.65 0.15  0.117
H: 7.17 -2.67 -0.48  0.097
H: 7.01 -2.57 1.30  0.097
H: 8.55 -2.15 0.52  0.095
H: 4.93 -2.36 0.20  0.109
H: 2.59 -2.67 -0.03  0.167
H: -2.13 1.90 -1.84  0.116
H: -2.93 2.19 -0.27  0.129
H: -1.08 4.10 -1.77  0.115
H: -2.84 4.26 -1.60  0.109
H: -1.58 5.72 0.03  0.107
H: -2.59 4.52 0.84  0.112
H: -0.36 4.52 1.89  0.111
H: 0.40 4.25 0.31  0.108
H: 0.17 2.11 1.60  0.111
H: -1.57 2.38 1.70  0.124

=====

Entry 5:
Molecular formula: C5H11NO
Method: DFT, ωB97M-V/def2-TZVPD

Output
Kohn-Sham gap in eV: 5.34
Relative energy (zero: lowest compared OMol25 entry of this formula, charge and spin) in kcal per mole: 149.6
Energy in eV: -8895.2113
LUMO level in eV: -1.74
Total charge: 0
Molar mass in g mol⁻¹: 101.15

Each line ends with the Löwdin charge.
Cartesian coordinates (Å):
C: -2.28 1.25 -0.25  -0.159
N: -1.70 0.20 0.56  -0.028
C: -0.54 -0.26 0.03  -0.544
C: 0.73 0.04 0.95  -0.089
C: 2.07 0.20 0.25  -0.095
O: 2.35 0.87 -0.64  0.129
C: -0.60 -1.79 -0.21  -0.057
H: -2.48 0.86 -1.26  0.079
H: 2.42 -1.60 -2.65  0.048
H: -3.21 1.63 0.17  0.063
H: -1.59 2.10 -0.32  0.075
H: -0.25 0.16 -0.94  0.122
H: 0.61 1.07 1.30  0.121
H: 0.73 -0.53 1.87  0.110
H: 2.19 -1.03 -2.25  0.012
H: -1.19 -2.21 0.61  0.076
H: -1.18 -2.04 -1.10  0.074
H: 0.40 -2.24 -0.25  0.064

=====

Entry 6:
Molecular formula: C24H30F18O12
Method: DFT, ωB97M-V/def2-TZVPD

Output
SMILES: CCOC(=O)C(F)(F)F.CCOC(=O)C(F)(F)F.CCOC(=O)C(F)(F)F.CCOC(=O)C(F)(F)F.CCOC(=O)C(F)(F)F.CCOC(=O)C(F)(F)F
Kohn-Sham gap in eV: 11.53
Relative energy (zero: lowest compared OMol25 entry of this formula, charge and spin) in kcal per mole: 17.4
Energy in eV: -98860.9854
LUMO level in eV: 0.27
Total charge: 0
Molar mass in g mol⁻¹: 852.46

Each line ends with the Löwdin charge.
Cartesian coordinates (Å):
C: -1.84 -6.56 -6.74  -0.061
C: -1.93 -6.73 -5.25  -0.187
O: -1.07 -5.76 -4.62  0.032
C: -1.62 -4.65 -4.17  -0.404
O: -2.78 -4.41 -4.06  0.169
C: -0.53 -3.66 -3.71  -0.542
F: 0.60 -3.79 -4.41  0.169
F: -0.96 -2.40 -3.83  0.165
F: -0.25 -3.89 -2.41  0.159
H: -0.81 -6.47 -7.10  0.084
H: -2.37 -5.66 -7.07  0.085
H: -2.31 -7.37 -7.30  0.083
H: -1.59 -7.70 -4.89  0.127
H: -2.95 -6.56 -4.91  0.119
C: -3.24 2.18 1.18  -0.052
C: -3.80 3.26 2.07  -0.182
O: -5.09 3.67 1.56  0.036
C: -5.11 4.65 0.68  -0.407
O: -4.19 5.28 0.26  0.165
C: -6.55 4.96 0.19  -0.549
F: -7.47 4.17 0.74  0.174
F: -6.86 6.23 0.46  0.170
F: -6.58 4.79 -1.13  0.165
H: -3.95 1.39 0.98  0.091
H: -2.33 1.75 1.59  0.080
H: -2.94 2.69 0.26  0.064
H: -3.15 4.14 2.08  0.124
H: -3.96 2.97 3.11  0.127
C: 3.31 3.98 -3.54  -0.063
C: 2.69 4.18 -4.89  -0.215
O: 3.21 5.37 -5.49  0.045
C: 2.93 5.54 -6.77  -0.403
O: 2.35 4.77 -7.47  0.175
C: 3.36 6.93 -7.27  -0.552
F: 3.90 7.68 -6.30  0.174
F: 4.26 6.80 -8.25  0.166
F: 2.30 7.56 -7.77  0.173
H: 4.36 3.72 -3.49  0.083
H: 2.78 3.18 -3.00  0.073
H: 3.15 4.86 -2.92  0.086
H: 1.61 4.25 -4.80  0.124
H: 2.92 3.32 -5.51  0.131
C: -0.84 2.24 -3.18  -0.043
C: -0.57 1.95 -1.71  -0.195
O: 0.13 0.70 -1.63  0.045
C: 0.53 0.35 -0.43  -0.395
O: 0.36 0.97 0.58  0.157
C: 1.22 -1.04 -0.45  -0.542
F: 2.54 -0.89 -0.34  0.172
F: 0.78 -1.76 0.58  0.167
F: 0.95 -1.70 -1.57  0.169
H: 0.02 2.61 -3.73  0.059
H: -1.69 2.88 -3.40  0.084
H: -1.21 1.29 -3.58  0.087
H: -1.50 1.95 -1.14  0.104
H: 0.07 2.74 -1.30  0.131
C: 2.06 -4.56 6.58  -0.047
C: 1.19 -4.18 5.39  -0.164
O: 1.87 -3.63 4.24  0.039
C: 2.86 -4.31 3.72  -0.418
O: 3.24 -5.41 4.02  0.171
C: 3.48 -3.57 2.53  -0.543
F: 3.59 -2.25 2.72  0.160
F: 4.67 -4.06 2.23  0.187
F: 2.66 -3.77 1.48  0.152
H: 3.06 -4.89 6.30  0.074
H: 1.58 -5.39 7.10  0.089
H: 2.14 -3.75 7.29  0.055
H: 0.49 -3.42 5.73  0.114
H: 0.57 -5.00 5.03  0.129
C: 1.73 0.26 4.53  -0.044
C: 0.46 0.41 5.35  -0.187
O: 0.63 -0.37 6.54  0.026
C: -0.20 -0.19 7.54  -0.411
O: -1.03 0.65 7.63  0.178
C: 0.09 -1.17 8.70  -0.542
F: -0.99 -1.89 8.98  0.178
F: 1.10 -2.00 8.41  0.148
F: 0.43 -0.46 9.78  0.173
H: 2.61 0.54 5.09  0.086
H: 1.61 0.75 3.57  0.078
H: 1.86 -0.81 4.30  0.061
H: -0.41 0.05 4.80  0.133
H: 0.35 1.46 5.64  0.127

=====

Entry 7:
Molecular formula: C6H10Cl2N2O4
Method: DFT, ωB97M-V/def2-TZVPD

Output
SMILES: C=C(Cl)[C@](C)(Cl)C[N+](=O)[O-].C=[N+]([O-])O
Kohn-Sham gap in eV: 9.29
Relative energy (zero: lowest compared OMol25 entry of this formula, charge and spin) in kcal per mole: 25.1
Energy in eV: -42591.1328
LUMO level in eV: -0.04
Total charge: 0
Molar mass in g mol⁻¹: 245.06

Each line ends with the Löwdin charge.
Cartesian coordinates (Å):
C: -1.01 1.84 -0.82  -0.008
C: -0.04 1.29 -0.11  -0.757
Cl: 1.63 1.81 -0.34  0.710
C: -0.16 0.48 1.21  -0.770
C: 1.01 -0.40 1.61  -0.117
Cl: -1.64 -0.63 1.02  0.694
C: -0.61 1.53 2.30  -0.086
N: -1.05 0.85 3.51  -0.433
O: -1.90 1.38 4.17  0.097
O: -0.53 -0.19 3.84  0.034
H: -2.06 1.53 -0.52  0.091
H: -0.82 2.29 -1.79  0.079
H: 1.79 0.33 1.69  0.045
H: 0.75 -0.94 2.56  0.092
H: 1.08 -1.03 0.70  0.069
H: 0.37 2.03 2.49  0.156
H: -1.58 2.03 1.94  0.163
C: 0.41 -1.30 -1.79  0.041
N: -0.68 -1.82 -2.14  -0.424
O: -1.70 -1.22 -2.24  -0.001
O: -0.66 -3.14 -2.58  0.079
H: 1.33 -1.95 -1.90  0.127
H: 0.59 -0.34 -1.42  0.011
H: -1.57 -3.43 -2.61  0.108